No. 1
Molecular formula: C29H43BF7INO11PSi2
Method: DFT, ωB97M-V/def2-TZVPD

XYZ file:
```
96
Properties=species:S:1:pos:R:3
C -3.338 -3.037 -1.098
C -2.458 -2.846 -2.333
P -2.020 -1.104 -2.813
C -3.446 -0.062 -2.298
Si -0.214 -0.503 -1.595
C 1.059 -0.199 -2.957
C 2.550 -0.155 -2.569
C 3.361 -1.313 -3.199
I 3.402 1.711 -3.241
O -0.460 0.972 -0.817
Si -0.695 1.253 0.784
C -0.570 3.115 0.967
C -0.270 3.673 2.372
C 1.193 4.149 2.516
C 1.572 4.319 3.969
O 1.814 5.377 4.474
O 1.670 3.171 4.713
C 0.579 0.452 1.920
C 2.020 0.637 1.502
O 2.358 1.426 0.650
C 3.007 -0.202 2.261
C 3.468 0.231 3.500
C 4.350 -0.559 4.221
C 4.770 -1.779 3.715
C 4.317 -2.201 2.475
C 3.429 -1.419 1.745
C -2.407 0.585 1.455
F -3.076 -0.192 0.561
F -2.122 -0.205 2.548
C -3.455 1.589 2.007
F -4.504 0.853 2.447
F -2.956 2.244 3.074
C -4.020 2.629 0.973
F -3.661 3.871 1.320
F -5.352 2.587 0.942
F -3.563 2.377 -0.258
B 0.323 -2.073 -0.431
N -0.381 -2.490 0.800
O 1.390 -2.832 -0.904
H -4.221 -2.406 -1.101
H -2.764 -2.904 -0.181
H -3.690 -4.066 -1.081
H -1.544 -3.444 -2.283
H -3.010 -3.217 -3.197
H -4.205 -0.180 -3.074
H -3.148 0.984 -2.292
H -3.895 -0.348 -1.351
H 0.765 0.782 -3.340
H 0.867 -0.903 -3.765
H 2.682 -0.219 -1.493
H 4.217 -0.968 -3.770
H 2.733 -1.917 -3.852
H 3.737 -1.982 -2.424
H 0.288 3.333 0.322
H -1.415 3.616 0.501
H -0.552 2.989 3.177
H -0.899 4.552 2.531
H 1.258 5.151 2.098
H 1.881 3.465 2.019
H 0.917 2.590 4.549
H 0.390 -0.616 2.058
H 0.508 0.866 2.931
H 3.139 1.182 3.903
H 4.700 -0.213 5.184
H 5.454 -2.403 4.273
H 4.647 -3.147 2.064
H 3.091 -1.783 0.781
H 0.302 -2.597 1.553
H -0.783 -3.418 0.679
H 2.020 -3.032 -0.200
C 5.178 5.170 -1.381
C 6.315 4.928 -0.424
C 7.696 4.964 -1.044
O 8.440 4.097 -0.185
C 7.569 3.214 0.360
O 7.890 2.249 0.973
O 6.292 3.587 0.105
H 4.221 4.919 -0.924
H 5.162 6.219 -1.679
H 5.287 4.550 -2.271
H 6.258 5.614 0.427
H 8.148 5.952 -1.058
H 7.701 4.542 -2.052
C -9.088 -6.215 -2.333
C -7.612 -6.064 -2.591
C -6.746 -5.874 -1.366
O -5.639 -5.119 -1.882
C -6.101 -4.416 -2.952
O -5.510 -3.543 -3.498
O -7.334 -4.845 -3.305
H -9.646 -6.124 -3.263
H -9.297 -7.190 -1.895
H -9.445 -5.439 -1.654
H -7.240 -6.893 -3.199
H -6.388 -6.805 -0.933
H -7.241 -5.278 -0.596
```

Computed properties:
Highest occupied orbital energy (eV): -7.602
Electronic energy (hartree): -3955.4130
Frontier orbital gap (eV): 7.69


No. 2
Molecular formula: C29H43Cl2F5N3O4SiZn
Method: DFT, ωB97M-V/def2-TZVPD

XYZ file:
```
88
Properties=species:S:1:pos:R:3
C 1.668 0.387 -4.261
C 2.600 -0.736 -3.932
H 2.215 1.345 -4.273
H 0.850 0.460 -3.531
H 1.241 0.265 -5.272
C 3.748 -0.891 -4.637
C 4.198 0.022 -5.737
H 4.377 -1.759 -4.478
H 4.178 1.095 -5.496
H 3.608 -0.123 -6.654
H 5.236 -0.235 -5.992
Zn -1.207 -0.830 -0.871
Cl -1.229 -2.609 -2.186
C -1.371 -2.503 1.548
O -0.850 -1.468 1.049
N -1.195 -2.821 2.835
C -0.578 -1.870 3.762
C -1.366 -4.189 3.284
H -1.982 -3.217 0.954
H -1.121 -0.917 3.747
H 0.480 -1.712 3.515
H -0.638 -2.313 4.762
H -2.240 -4.608 2.776
H -1.487 -4.186 4.369
H -0.477 -4.786 3.046
H -4.552 1.912 5.352
H -6.376 3.069 3.552
C -3.916 2.754 5.039
C -5.549 3.794 3.507
N -4.253 3.162 3.691
H -2.867 2.458 5.058
C -3.386 2.972 2.659
O -2.250 2.509 2.768
H -5.581 4.294 2.535
H -3.818 3.291 1.680
H -4.100 3.597 5.718
H -5.719 4.536 4.296
H -1.688 4.939 -0.950
H 1.138 3.748 -1.718
C -0.872 5.555 -0.515
C 1.367 4.539 -0.993
N 0.257 4.741 -0.078
H -1.269 6.108 0.358
C 0.275 4.198 1.171
O 1.273 3.687 1.685
H 2.255 4.242 -0.433
H -0.709 4.307 1.685
H -0.521 6.296 -1.254
H 1.553 5.474 -1.540
O 1.845 -0.917 -1.644
C 2.215 -1.675 -2.783
C 4.553 -2.485 -2.221
C 3.202 -2.775 -2.440
H 4.920 -1.466 -2.365
C 5.423 -3.513 -1.821
H 1.258 -2.130 -3.072
C 2.692 -4.062 -2.223
H 6.484 -3.289 -1.655
C 4.923 -4.807 -1.644
C 3.562 -5.089 -1.832
H 1.616 -4.212 -2.344
H 5.601 -5.618 -1.352
H 3.162 -6.095 -1.679
Si 2.129 -0.731 -0.004
Cl 0.092 1.106 -1.369
C 4.009 -0.507 0.302
C 1.867 -2.489 0.689
C 1.591 0.631 1.163
H 4.482 -1.498 0.346
H 4.218 0.011 1.256
H 4.482 0.070 -0.506
H 2.359 1.405 1.030
H 1.674 0.220 2.183
H 0.606 1.110 1.040
H 2.814 -3.031 0.544
H 1.078 -3.036 0.162
H 1.648 -2.510 1.758
F -3.629 -0.008 -2.672
C -4.103 -0.110 -1.405
C -3.233 -0.302 -0.344
C -3.801 -0.230 0.917
F -3.058 -0.249 2.048
C -5.180 -0.072 1.147
F -5.660 -0.004 2.410
C -6.038 0.028 0.059
F -7.373 0.110 0.251
C -5.493 0.032 -1.226
F -6.290 0.206 -2.304
```

Computed properties:
Total charge: -1
Highest occupied orbital energy (eV): -5.673
Electronic energy (hartree): -5084.7659
ΔE to the lowest compared entry with this formula, charge and spin (kcal/mol): 22.67
Frontier orbital gap (eV): 8.00


No. 3
Molecular formula: C29H43F15O14
Method: DFT, ωB97M-V/def2-TZVPD

XYZ file:
```
101
Properties=species:S:1:pos:R:3
C -0.996 3.170 -1.699
O -1.378 3.856 -2.867
C -1.291 3.060 -4.037
C 0.119 3.039 -4.648
C 0.596 1.661 -5.107
C 0.649 0.584 -4.005
C 0.024 -0.756 -4.440
C 0.660 -2.015 -3.815
C -0.211 -2.748 -2.804
O 0.281 -2.456 -1.476
C -0.394 -3.042 -0.472
O -1.428 -3.645 -0.563
O 0.245 -2.809 0.699
H -0.998 3.882 -0.876
H -1.704 2.365 -1.461
H 0.016 2.747 -1.781
H -1.665 2.044 -3.844
H -1.987 3.513 -4.745
H 0.167 3.736 -5.488
H 0.814 3.429 -3.895
H 1.608 1.787 -5.508
H -0.005 1.310 -5.954
H 0.097 0.946 -3.134
H 1.685 0.426 -3.693
H 0.039 -0.835 -5.529
H -1.033 -0.732 -4.152
H 1.623 -1.772 -3.360
H 0.862 -2.725 -4.621
H -0.190 -3.830 -2.947
H -1.256 -2.437 -2.866
H 1.197 -2.786 0.548
C 0.725 0.431 2.006
C 1.272 1.645 2.717
O 1.797 2.612 1.773
C 0.913 3.397 1.182
O -0.273 3.414 1.336
C 1.646 4.385 0.244
F 2.555 3.765 -0.511
F 2.273 5.320 0.970
F 0.778 4.994 -0.559
H 1.488 -0.001 1.357
H 0.408 -0.324 2.721
H -0.133 0.689 1.385
H 2.124 1.390 3.343
H 0.519 2.125 3.341
C 1.684 -5.135 7.463
C 0.953 -4.567 6.270
O 0.966 -3.117 6.282
C 2.068 -2.541 5.841
O 3.058 -3.066 5.424
C 1.898 -1.005 5.882
F 1.373 -0.591 7.035
F 1.078 -0.624 4.887
F 3.067 -0.398 5.705
H 1.264 -4.744 8.390
H 1.589 -6.219 7.460
H 2.743 -4.881 7.434
H -0.102 -4.827 6.288
H 1.379 -4.914 5.329
C 2.061 7.515 -2.167
C 1.182 8.322 -3.094
O 1.903 8.727 -4.284
C 2.008 7.810 -5.231
O 1.574 6.697 -5.215
C 2.761 8.399 -6.447
F 3.858 9.062 -6.071
F 1.962 9.252 -7.103
F 3.120 7.432 -7.284
H 2.963 8.073 -1.914
H 1.517 7.294 -1.249
H 2.354 6.572 -2.628
H 0.875 9.259 -2.635
H 0.291 7.769 -3.389
C 0.881 -13.049 8.706
C 1.601 -12.006 9.530
O 2.260 -11.032 8.685
C 1.492 -10.073 8.197
O 0.321 -9.909 8.376
C 2.348 -9.103 7.350
F 3.161 -9.757 6.518
F 3.095 -8.337 8.155
F 1.560 -8.308 6.629
H 1.571 -13.529 8.012
H 0.463 -13.810 9.364
H 0.069 -12.604 8.133
H 2.407 -12.446 10.112
H 0.925 -11.486 10.207
C -6.623 5.313 -4.574
C -7.069 3.918 -4.202
O -6.738 2.966 -5.241
C -5.486 2.539 -5.253
O -4.605 2.846 -4.507
C -5.294 1.507 -6.389
F -5.838 1.929 -7.533
F -5.875 0.348 -6.050
F -4.000 1.283 -6.595
H -7.053 5.609 -5.531
H -6.953 6.018 -3.811
H -5.538 5.371 -4.649
H -8.151 3.856 -4.113
H -6.622 3.588 -3.265
```

Computed properties:
Highest occupied orbital energy (eV): -9.250
Electronic energy (hartree): -3682.2572
Frontier orbital gap (eV): 9.70


No. 4
Molecular formula: C29H43GeIrN5O3Si3
Method: DFT, ωB97M-V/def2-TZVPD

XYZ file:
```
85
Properties=species:S:1:pos:R:3
Ir -0.379 -0.070 0.304
N -3.553 -2.681 1.101
C -2.269 -2.581 0.771
N -1.979 -1.291 0.677
C -3.160 -0.664 0.949
N -4.141 -1.474 1.219
C -3.144 0.779 0.868
C -4.237 1.628 0.888
N -4.079 2.946 0.835
C -2.841 3.414 0.745
C -1.740 2.573 0.625
N -1.899 1.252 0.699
H -4.089 -3.521 1.271
H -1.598 -3.411 0.630
H -5.243 1.228 0.943
H -2.715 4.489 0.757
H -0.734 2.947 0.489
O -0.082 -0.089 2.596
C 1.312 -0.103 3.018
C 2.174 -0.014 1.745
O 3.355 0.097 1.774
O 1.509 -0.106 0.555
C 1.541 1.110 3.894
C 1.261 1.034 5.256
C 1.272 2.181 6.037
C 1.569 3.410 5.465
C 1.861 3.491 4.109
C 1.837 2.348 3.325
C 1.650 -1.453 3.639
C 2.823 -1.599 4.372
C 3.131 -2.820 4.950
C 2.284 -3.908 4.784
C 1.129 -3.772 4.031
C 0.817 -2.548 3.454
H -0.526 0.633 3.060
H 1.030 0.076 5.705
H 1.049 2.113 7.093
H 1.581 4.302 6.076
H 2.118 4.444 3.666
H 2.083 2.421 2.270
H 3.496 -0.759 4.485
H 4.036 -2.922 5.533
H 2.528 -4.860 5.237
H 0.466 -4.618 3.901
H -0.095 -2.437 2.880
C -2.627 2.303 -2.846
Si -2.230 0.542 -3.353
C -2.070 0.369 -5.190
C -3.522 -0.628 -2.668
Ge -0.228 -0.072 -2.073
Si 0.705 -2.223 -2.931
C 2.276 -2.494 -1.974
C 0.939 -2.124 -4.763
C -0.630 -3.413 -2.413
Si 1.654 1.593 -2.845
C 3.220 0.907 -2.165
C 1.529 1.699 -4.678
C 1.064 3.106 -1.953
H -3.699 2.503 -2.929
H -2.115 3.028 -3.481
H -2.334 2.489 -1.813
H -3.015 0.693 -5.638
H -1.905 -0.663 -5.501
H -1.280 0.987 -5.613
H -4.504 -0.365 -3.073
H -3.588 -0.572 -1.581
H -3.325 -1.665 -2.947
H 3.120 -1.998 -2.452
H 2.519 -3.559 -1.914
H 2.193 -2.112 -0.955
H 1.732 -1.426 -5.031
H 0.030 -1.837 -5.291
H 1.236 -3.111 -5.133
H -0.773 -3.373 -1.334
H -0.327 -4.432 -2.674
H -1.587 -3.218 -2.900
H 3.652 0.153 -2.822
H 3.078 0.470 -1.174
H 3.944 1.724 -2.069
H 1.725 0.747 -5.168
H 2.285 2.413 -5.024
H 0.555 2.066 -5.002
H 1.069 2.941 -0.874
H 0.066 3.415 -2.265
H 1.757 3.926 -2.169
```

Computed properties:
Total charge: +2
2S+1: 2
<S²>: 0.761
Highest occupied orbital energy (spin up / spin down) (eV): -13.626 / -13.490
Electronic energy (hartree): -4679.6324
ΔE to the lowest compared entry with this formula, charge and spin (kcal/mol): 16.19
Frontier orbital gap (spin up / spin down) (eV): 6.82 / 5.37


No. 5
Molecular formula: C29H44BN8RhS
Method: DFT, ωB97M-V/def2-TZVPD

XYZ file:
```
84
Properties=species:S:1:pos:R:3
Rh 0.915 1.176 -1.023
C -2.612 -5.003 -1.232
C -2.637 -3.991 -0.087
C -4.082 -3.514 0.124
C -2.121 -4.666 1.195
C -1.749 -2.791 -0.373
C -0.916 -2.706 -1.487
C -0.137 -1.583 -1.683
N -0.138 -0.560 -0.830
C -0.911 -0.622 0.270
C -1.724 -1.709 0.511
C -0.819 0.570 1.133
C -1.450 0.706 2.347
C -1.348 1.887 3.089
C -0.588 2.906 2.524
C 0.045 2.724 1.311
N -0.054 1.574 0.638
C -2.067 2.021 4.419
C -1.755 3.351 5.103
C -1.634 0.870 5.340
C -3.579 1.933 4.153
H -3.291 -5.823 -0.998
H -1.621 -5.437 -1.375
H -2.945 -4.562 -2.174
H -4.722 -4.377 0.305
H -4.461 -2.993 -0.757
H -4.180 -2.852 0.986
H -2.730 -5.543 1.413
H -2.178 -4.000 2.057
H -1.086 -4.994 1.080
H -0.878 -3.499 -2.220
H 0.499 -1.482 -2.555
H -2.353 -1.719 1.389
H -2.038 -0.118 2.724
H -0.467 3.859 3.016
H 0.635 3.506 0.860
H -0.688 3.465 5.304
H -2.273 3.389 6.061
H -2.099 4.204 4.516
H -0.557 0.886 5.516
H -1.904 -0.108 4.938
H -2.133 0.974 6.303
H -3.910 2.727 3.482
H -4.118 2.040 5.094
H -3.862 0.973 3.717
B 0.818 4.091 -3.086
N 1.826 3.925 -1.899
C 2.691 4.890 -1.586
C 3.447 4.492 -0.493
C 2.976 3.231 -0.191
N 2.002 2.887 -1.060
N -0.345 3.039 -3.037
C -1.422 3.173 -3.805
C -2.282 2.103 -3.590
C -1.636 1.330 -2.652
N -0.447 1.892 -2.334
H 0.307 5.168 -2.955
H 1.408 3.977 -4.129
H 2.705 5.804 -2.156
H 4.227 5.042 0.002
H 3.288 2.550 0.581
H -1.511 4.021 -4.464
H -3.235 1.924 -4.054
H -1.956 0.413 -2.191
C 3.113 -2.898 0.719
N 3.540 -2.368 -0.576
C 4.677 -3.094 -1.156
C 3.170 -1.158 -1.017
S 2.674 -0.002 0.179
N 3.235 -0.896 -2.326
C 3.277 0.461 -2.863
C 3.117 -1.941 -3.348
H 3.119 -3.984 0.647
H 2.111 -2.556 0.958
H 3.794 -2.593 1.516
H 5.400 -3.273 -0.360
H 5.160 -2.502 -1.925
H 4.368 -4.054 -1.569
H 3.735 1.138 -2.150
H 2.276 0.823 -3.135
H 3.874 0.446 -3.774
H 2.753 -2.864 -2.904
H 4.068 -2.129 -3.846
H 2.402 -1.599 -4.096
```

Computed properties:
Total charge: +2
Highest occupied orbital energy (eV): -13.776
Electronic energy (hartree): -2102.6894
ΔE to the lowest compared entry with this formula, charge and spin (kcal/mol): 3.47
Frontier orbital gap (eV): 6.89